No. 1
A 2-piece molecular cluster, C5H10O2 overall at a distorted geometry. Source: OMol25; level of theory: ωB97M-V with the def2-TZVPD basis set.

```
! RIJCOSX wB97M-V def2-TZVPD def2/J DEFGRID3
* xyz 0 1
C -0.59754 -0.66121 -2.09048
C -0.56056 -0.97174 -0.80648
O -0.97521 -2.29033 -0.47131
C -0.07058 -0.12771 0.36896
C -0.62702 -0.29170 1.66731
C -0.60600 0.82142 2.61736
H -1.00289 -1.41465 -2.73257
H -0.57950 0.39582 -2.42154
H -0.53560 -2.42555 0.34140
H 0.35589 0.86901 0.12520
H -0.77586 -1.33807 2.02488
H -0.18383 1.61144 2.06560
H -0.11335 0.69332 3.58555
H -1.61602 1.27703 2.94743
O 2.59023 2.61883 -1.26327
H 3.32486 3.20563 -0.79949
H 2.97638 1.88370 -1.79989
*
```

Its SMILES is C=C(O)/C=C/C.O. The relative energy (zero: lowest compared OMol25 entry of this formula, charge and spin) is 335.0 kJ/mol. As for the LUMO energy: 0.0246 Eh. The value obtained for the HOMO-LUMO gap is 9.115 eV.

Atom charges from the natural (NBO) analysis, given in e for atoms 1 to 8: -0.4921, 0.2772, -0.6852, -0.2736, -0.1381, -0.6633, 0.2160, 0.2131

=====

No. 2
The molecule C5H10O2. Source: OMol25; level of theory: ωB97M-V with the def2-TZVPD basis set.

```
! RIJCOSX wB97M-V def2-TZVPD def2/J DEFGRID3
* xyz 0 1
C 2.74917 -0.47775 0.11879
O 1.55626 0.06425 -0.40147
C 0.38027 -0.38308 0.24803
C -0.82803 0.27423 -0.45888
C -2.14513 -0.49935 -0.65002
C -1.16865 1.60489 0.19433
O -2.26780 2.10427 0.14888
H 2.93941 -0.15799 1.15578
H 3.56885 -0.11777 -0.51036
H 2.75130 -1.57914 0.09026
H 0.41932 -0.09386 1.31386
H 0.32963 -1.48292 0.22187
H -0.44992 0.51615 -1.46238
H -2.80694 0.13008 -1.25408
H -2.01952 -1.45228 -1.17203
H -2.67208 -0.67218 0.29503
H -0.34470 2.10823 0.74548
*
```

Its SMILES is COC[C@@H](C)C=O. The relative energy (zero: lowest compared OMol25 entry of this formula, charge and spin) is 185.5 kJ/mol. As for the LUMO energy: 0.0314 Eh. The value obtained for the HOMO-LUMO gap is 10.630 eV.

Atom charges from the natural (NBO) analysis, given in e for atoms 1 to 8: -0.2490, -0.5423, -0.0520, -0.3645, -0.6051, 0.4500, -0.5229, 0.1666

=====

No. 3
A 2-piece molecular cluster, C5H10O2 overall at a distorted geometry. Source: OMol25; level of theory: ωB97M-V with the def2-TZVPD basis set.

```
! RIJCOSX wB97M-V def2-TZVPD def2/J DEFGRID3
* xyz 0 1
C -1.60671 -1.53023 0.38083
C -0.60843 -0.51312 -0.03174
C 0.84614 -0.86396 -0.20433
C 1.17470 0.45058 -0.89674
C -0.52976 0.65895 -0.91181
O -0.81240 0.80285 0.48661
H -1.51394 -2.41724 -0.24922
H -1.34973 -1.81397 1.40995
H -2.62738 -1.14731 0.36785
H 0.90815 -1.64715 -0.96227
H 1.40843 -1.13726 0.68515
H 1.83729 0.28657 -1.76346
H 1.75791 1.08321 -0.20818
H -1.41611 0.96972 -1.51255
O 1.20669 2.38069 1.31365
H 0.64578 1.60065 1.45262
H 0.67937 2.83700 0.64364
*
```

Its SMILES is C[C@@]12CC[C@@H]1O2.O. The relative energy (zero: lowest compared OMol25 entry of this formula, charge and spin) is 360.7 kJ/mol. As for the LUMO energy: 0.0338 Eh. The value obtained for the HOMO-LUMO gap is 10.939 eV.

Atom charges from the natural (NBO) analysis, given in e for atoms 1 to 8: -0.6282, 0.2016, -0.4320, -0.4216, 0.0419, -0.5301, 0.2193, 0.2230

=====

No. 4
C5H10O2 as an isolated structure at a distorted geometry. Source: OMol25; level of theory: ωB97M-V with the def2-TZVPD basis set.

```
! RIJCOSX wB97M-V def2-TZVPD def2/J DEFGRID3
* xyz 0 1
C 2.12360 1.07998 -0.71163
O 0.75529 0.91610 -0.38718
C 0.29417 -0.38990 -0.33516
C 0.05956 -1.29068 1.08278
O -1.09957 -1.81010 0.47069
C -1.19087 -0.64075 -0.37915
C -1.97310 0.48941 0.25190
H 2.78362 0.70588 0.08420
H 2.39280 0.58076 -1.65720
H 2.29092 2.15452 -0.82985
H 0.83016 -1.00383 -1.10612
H -0.16980 -0.66962 1.94368
H 1.03862 -1.52364 0.76872
H -1.58881 -0.92416 -1.34909
H -1.87412 1.38373 -0.37110
H -3.01914 0.19377 0.32124
H -1.60825 0.74125 1.25467
*
```

The relative energy (zero: lowest compared OMol25 entry of this formula, charge and spin) is 427.4 kJ/mol. As for the LUMO energy: 0.0346 Eh. The value obtained for the HOMO-LUMO gap is 9.639 eV.

Atom charges from the natural (NBO) analysis, given in e for atoms 1 to 8: -0.2469, -0.5277, 0.0888, -0.1620, -0.5266, 0.0811, -0.6390, 0.1695

=====

No. 5
The molecule C5H10O2. Source: OMol25; level of theory: ωB97M-V with the def2-TZVPD basis set.

```
! RIJCOSX wB97M-V def2-TZVPD def2/J DEFGRID3
* xyz 0 1
C -1.99238 -0.45003 0.60450
C -1.12824 0.18502 -0.48084
O -1.04510 1.59733 -0.33799
C 0.23866 -0.52570 -0.52409
C 1.51021 0.31770 -0.74692
C 1.88141 -0.12130 0.67543
O 0.70982 -0.93928 0.77748
H -2.98853 -0.00033 0.63072
H -2.09968 -1.52831 0.43177
H -1.50912 -0.31432 1.57471
H -1.60574 0.03240 -1.45629
H -0.28520 1.80900 0.21403
H 0.13817 -1.39925 -1.18289
H 2.17196 -0.05521 -1.52987
H 1.35596 1.38908 -0.89370
H 1.88350 0.66820 1.43991
H 2.80877 -0.69702 0.77534
*
```

Its SMILES is C[C@@H](O)[C@H]1CCO1. The relative energy (zero: lowest compared OMol25 entry of this formula, charge and spin) is 215.5 kJ/mol. As for the LUMO energy: 0.0334 Eh. The value obtained for the HOMO-LUMO gap is 10.622 eV.

Atom charges from the natural (NBO) analysis, given in e for atoms 1 to 8: -0.6299, 0.0730, -0.7117, 0.0869, -0.4610, -0.0564, -0.5377, 0.2168

=====

No. 6
A 2-piece molecular cluster, C5H10O2 overall. Source: OMol25; level of theory: ωB97M-V with the def2-TZVPD basis set.

```
! RIJCOSX wB97M-V def2-TZVPD def2/J DEFGRID3
* xyz 0 1
C 1.90987 0.16792 -0.21060
C 1.48978 -0.91875 0.73927
C 0.50681 -1.80483 0.56003
O -0.37254 -1.89986 -0.46739
H 1.61181 1.16644 0.13978
H 1.48882 0.03492 -1.21186
H 3.00095 0.18259 -0.31337
H 2.05586 -1.01657 1.66231
H 0.32077 -2.58585 1.29375
H -0.34740 -1.09877 -1.02512
C -1.78122 0.97373 0.46078
C -1.53549 1.26739 -0.98907
O -0.92545 0.54241 -1.74865
H -2.78794 1.29024 0.75156
H -1.06963 1.55825 1.05908
H -1.63122 -0.08744 0.66943
H -1.93380 2.22818 -1.36992
*
```

Its SMILES is C/C=C\O.CC=O. The relative energy (zero: lowest compared OMol25 entry of this formula, charge and spin) is 182.6 kJ/mol. As for the LUMO energy: 0.0327 Eh. The value obtained for the HOMO-LUMO gap is 9.333 eV.

Atom charges from the natural (NBO) analysis, given in e for atoms 1 to 8: -0.6510, -0.3291, 0.1446, -0.7100, 0.2040, 0.2171, 0.2189, 0.2062

=====

No. 7
A 2-piece molecular cluster, C5H10O2 overall at a distorted geometry. Source: OMol25; level of theory: ωB97M-V with the def2-TZVPD basis set.

```
! RIJCOSX wB97M-V def2-TZVPD def2/J DEFGRID3
* xyz 0 1
C 2.23094 0.41076 -0.97841
C 1.17927 1.18881 -1.22336
C -0.18588 1.17302 -0.64472
C -0.58255 0.42632 0.39336
C -1.97372 0.22105 0.86027
O 0.28759 -0.04182 1.33515
H 3.17488 0.40798 -1.50675
H 2.34675 -0.22181 -0.10367
H 1.17131 1.73459 -2.16174
H -0.91005 1.64604 -1.26789
H -2.06937 0.42280 1.91121
H -2.28389 -0.82278 0.74004
H -2.72476 0.70756 0.23812
H 1.19582 0.16460 1.08145
O -0.66512 -2.65303 0.10104
H -0.14502 -2.25918 0.80393
H -0.66617 -2.00874 -0.61297
*
```

Its SMILES is C=C/C=C(/C)O.O. The relative energy (zero: lowest compared OMol25 entry of this formula, charge and spin) is 223.2 kJ/mol. As for the LUMO energy: 0.0258 Eh. The value obtained for the HOMO-LUMO gap is 9.317 eV.

Atom charges from the natural (NBO) analysis, given in e for atoms 1 to 8: -0.4230, -0.1971, -0.3748, 0.3680, -0.6793, -0.6937, 0.2111, 0.1583

=====

No. 8
A 2-piece molecular cluster, C5H10O2 overall. Source: OMol25; level of theory: ωB97M-V with the def2-TZVPD basis set.

```
! RIJCOSX wB97M-V def2-TZVPD def2/J DEFGRID3
* xyz 0 1
C -1.18712 0.35784 1.21762
C -1.19086 0.70361 -0.06866
O -1.38312 -0.09974 -1.14104
C -1.53473 -1.46955 -0.84872
H -0.92474 1.10285 1.95648
H -1.40020 -0.64219 1.57490
H -0.98629 1.72023 -0.39608
H -0.69709 -1.82524 -0.23719
H -2.47185 -1.65910 -0.31401
H -1.53959 -1.99745 -1.80066
C 2.05163 -0.02260 -0.06694
C 1.68976 1.43752 -0.07651
O 1.59402 2.13313 0.90597
H 1.49948 -0.55361 -0.85000
H 3.12172 -0.11345 -0.29264
H 1.85163 -0.46443 0.91181
H 1.53143 1.86924 -1.08999
*
```

Its SMILES is C=COC.CC=O. The relative energy (zero: lowest compared OMol25 entry of this formula, charge and spin) is 248.7 kJ/mol. As for the LUMO energy: 0.0334 Eh. The value obtained for the HOMO-LUMO gap is 10.010 eV.

Atom charges from the natural (NBO) analysis, given in e for atoms 1 to 8: -0.5514, 0.1397, -0.5029, -0.2602, 0.2284, 0.2033, 0.1942, 0.1757

=====

- Among the records above, which one has the highest relative energy (zero: lowest compared OMol25 entry of this formula, charge and spin)?
  number 4